Molecular formula: C30H90N18O12
Method: DFT, ωB97M-V with the def2-TZVPD basis set

Positions of all 150 atoms, in Å:
1 C -3.042 1.743 4.586
2 O -4.223 2.011 4.313
3 N -2.027 1.735 3.769
4 N -2.720 1.343 5.786
5 H -2.224 1.806 2.781
6 H -1.108 1.461 4.088
7 H -1.803 0.922 5.842
8 H -3.443 1.327 6.491
9 C -0.355 -1.499 4.702
10 O -0.279 -0.484 5.336
11 N -0.553 -1.604 3.423
12 N -0.206 -2.682 5.239
13 H -0.446 -2.551 3.089
14 H -0.599 -0.742 2.899
15 H -0.353 -3.551 4.746
16 H 0.006 -2.757 6.224
17 C 2.406 1.591 3.978
18 O 1.488 1.815 3.294
19 N 2.396 0.800 5.000
20 N 3.594 2.075 3.846
21 H 1.510 0.359 5.203
22 H 3.196 0.776 5.617
23 H 3.824 2.695 3.083
24 H 4.353 1.839 4.469
25 C -4.030 -1.111 1.332
26 O -3.520 -0.257 0.673
27 N -3.783 -2.354 1.146
28 N -4.926 -0.853 2.212
29 H -4.264 -3.017 1.737
30 H -3.097 -2.580 0.441
31 H -5.093 0.129 2.376
32 H -5.337 -1.592 2.765
33 C 0.371 -0.109 0.372
34 O 1.388 -0.726 0.429
35 N 0.200 1.044 1.001
36 N -0.701 -0.498 -0.240
37 H -0.678 1.542 0.983
38 H 0.891 1.311 1.688
39 H -0.734 -1.188 -0.977
40 H -1.465 0.122 -0.012
41 C 0.556 -4.521 -0.145
42 O -0.164 -4.588 0.850
43 N 0.631 -5.390 -1.130
44 N 1.375 -3.538 -0.478
45 H 0.150 -6.270 -1.011
46 H 1.296 -5.260 -1.878
47 H 1.781 -3.446 -1.398
48 H 1.240 -2.670 0.020
49 C -1.017 4.138 1.529
50 C -2.479 3.710 1.294
51 C -3.394 4.738 0.573
52 O -2.953 4.917 -0.810
53 C -3.418 6.172 -1.461
54 N -2.482 2.497 0.492
55 H -0.610 4.499 0.584
56 H -0.402 3.306 1.870
57 H -0.962 4.877 2.329
58 H -2.775 3.525 2.326
59 H -3.336 5.641 1.182
60 H -4.376 4.269 0.630
61 H -3.069 6.293 -2.487
62 H -3.100 7.048 -0.896
63 H -4.499 6.298 -1.391
64 H -2.595 2.912 -0.422
65 H -3.327 1.955 0.600
66 C 4.736 0.197 -3.808
67 C 3.378 0.106 -3.146
68 C 2.251 -0.048 -4.242
69 O 0.976 -0.101 -3.529
70 C 0.399 1.133 -3.438
71 N 3.276 -0.937 -2.178
72 H 5.602 0.225 -3.147
73 H 4.779 1.115 -4.395
74 H 4.914 -0.675 -4.438
75 H 3.321 1.052 -2.608
76 H 2.397 -1.047 -4.651
77 H 2.340 0.657 -5.068
78 H 0.961 1.854 -2.845
79 H -0.558 1.105 -2.916
80 H 0.280 1.636 -4.398
81 H 3.941 -0.676 -1.464
82 H 2.419 -0.863 -1.649
83 C -2.932 4.099 -4.222
84 C -2.988 2.886 -5.222
85 C -4.102 1.888 -4.922
86 O -3.851 0.978 -3.804
87 C -3.880 1.395 -2.539
88 N -3.047 3.580 -6.531
89 H -2.237 4.881 -4.527
90 H -2.452 3.818 -3.284
91 H -3.911 4.567 -4.117
92 H -2.011 2.406 -5.163
93 H -4.219 1.155 -5.720
94 H -5.039 2.443 -4.883
95 H -2.917 1.582 -2.063
96 H -4.225 0.581 -1.902
97 H -4.531 2.250 -2.357
98 H -2.172 4.071 -6.642
99 H -3.203 3.070 -7.389
100 C 6.141 1.381 0.236
101 C 4.848 1.083 0.953
102 C 3.762 2.169 0.661
103 O 4.019 3.330 1.433
104 C 3.195 4.425 1.141
105 N 4.393 -0.218 0.596
106 H 6.528 2.326 0.615
107 H 5.961 1.463 -0.835
108 H 6.852 0.572 0.405
109 H 5.071 0.986 2.016
110 H 2.729 1.852 0.807
111 H 3.656 2.311 -0.414
112 H 3.432 5.212 1.857
113 H 2.142 4.157 1.054
114 H 3.553 4.855 0.205
115 H 4.753 -0.866 1.282
116 H 3.450 -0.352 0.933
117 C -2.243 -2.268 -4.514
118 C -2.335 -2.227 -2.945
119 C -2.796 -3.681 -2.427
120 O -4.161 -4.060 -2.711
121 C -5.143 -3.304 -2.038
122 N -0.941 -2.003 -2.519
123 H -3.151 -2.702 -4.933
124 H -1.440 -2.855 -4.958
125 H -2.321 -1.289 -4.987
126 H -2.961 -1.373 -2.686
127 H -2.603 -3.747 -1.357
128 H -2.244 -4.436 -2.987
129 H -4.982 -2.255 -2.285
130 H -5.111 -3.376 -0.951
131 H -6.127 -3.573 -2.423
132 H -0.308 -2.648 -2.969
133 H -0.528 -1.134 -2.824
134 C 2.784 -2.822 3.099
135 C 4.098 -3.526 2.967
136 C 3.839 -4.991 2.559
137 O 3.261 -5.745 3.631
138 C 3.106 -7.113 3.203
139 N 4.804 -2.947 1.832
140 H 2.236 -2.915 2.162
141 H 2.885 -1.774 3.382
142 H 2.042 -3.298 3.740
143 H 4.582 -3.326 3.923
144 H 4.849 -5.348 2.360
145 H 3.275 -4.880 1.633
146 H 3.993 -7.546 2.740
147 H 2.250 -7.215 2.535
148 H 2.825 -7.772 4.025
149 H 4.238 -2.705 1.031
150 H 5.462 -3.615 1.457

The value obtained for the calculated total energy is -83961.822 eV. The charge is 0. Its HOMO energy is -8.592 eV. Its SMILES is COC[C@H](C)N.COC[C@H](C)N.COC[C@H](C)N.COC[C@H](C)N.COC[C@H](C)N.COC[C@H](C)N.NC(N)=O.NC(N)=O.NC(N)=O.NC(N)=O.NC(N)=O.NC(N)=O. As for the HOMO-LUMO gap: 9.187 eV.